--- 1 ---
ORCA calculation (ωB97M-V/def2-TZVPD) on 2 unconnected molecules or ions with the total composition C5H9NO.

Structure (XYZ):
```
16
Properties=species:S:1:pos:R:3
C 1.943 2.348 0.084
N -0.914 -0.842 -1.156
C -1.881 -1.273 -0.401
O -1.887 -2.327 0.349
C 0.460 -1.153 -0.569
C 1.215 0.135 -0.708
C 1.539 1.036 0.280
H 2.057 2.962 1.014
H 2.272 2.767 -0.869
H -2.820 -0.835 -0.652
H 0.829 -2.107 -1.032
H 0.490 -1.498 0.552
H -3.010 -0.677 1.912
H 1.381 0.576 -1.717
H 1.255 0.895 1.274
H -2.929 -0.005 1.639
```

Calculated values
Kohn-Sham gap (spin up / spin down) = 7.15 / 6.64 eV
Charge = -1
Spin multiplicity = 2



--- 2 ---
ORCA calculation (ωB97M-V/def2-TZVPD) on 2 unconnected molecules or ions with the total composition C5H9NO.

Structure (XYZ):
```
16
Properties=species:S:1:pos:R:3
C 0.465 -0.389 -2.267
C 0.329 0.393 -0.981
C -0.889 0.528 -0.307
N -0.644 1.011 0.941
C 0.693 1.124 1.147
C 1.301 0.742 -0.038
H -0.408 -0.994 -2.490
H 1.347 -1.026 -2.221
H 0.602 0.349 -3.068
H -1.913 0.484 -0.630
H -1.371 1.191 1.614
H 1.099 1.436 2.087
H 2.373 0.660 -0.135
H -0.535 -3.044 1.815
H -0.683 -2.377 0.425
O -0.938 -2.288 1.362
```

Calculated values
Kohn-Sham gap (spin up / spin down) = 2.90 / 8.61 eV
Charge = -1
Spin multiplicity = 2



Which one sits at the bottom of the stability order? 1 does.



--- 1 ---
ORCA calculation (ωB97M-V/def2-TZVPD) on 2 unconnected molecules or ions with the total composition C4H14N2O.

Structure (XYZ):
```
21
Properties=species:S:1:pos:R:3
C 1.421 -0.786 1.189
C 0.657 0.132 0.253
C -0.594 -0.419 -0.417
C -0.400 -1.705 -1.177
N -0.421 -2.991 -0.401
N 0.252 1.409 0.975
H 1.952 -1.548 0.600
H 0.763 -1.097 2.005
H 2.243 -0.203 1.627
H 1.312 0.424 -0.577
H -1.413 -0.482 0.315
H -1.029 0.343 -1.083
H 0.611 -1.678 -1.614
H -1.055 -1.895 -2.026
H 0.334 -2.966 0.273
H -1.260 -2.914 0.187
H -0.611 1.079 1.439
H 0.795 1.448 1.840
H -0.539 4.558 -0.918
H -0.145 3.144 -0.549
O -0.900 3.738 -0.622
```

Calculated values
Kohn-Sham gap (spin up / spin down) = 2.58 / 9.91 eV
Charge = -1
Spin multiplicity = 2



--- 2 ---
ORCA calculation (ωB97M-V/def2-TZVPD) on 2 unconnected molecules or ions with the total composition C4H14N2O.

Structure (XYZ):
```
21
Properties=species:S:1:pos:R:3
C -0.098 -0.410 1.720
C -0.389 -1.017 0.310
C -1.839 -1.530 0.334
N -0.306 -0.071 -0.777
C 0.984 0.187 -1.389
N 0.920 1.109 -2.489
H -0.901 0.267 1.976
H 0.840 0.126 1.615
H -0.044 -1.260 2.390
H 0.285 -1.858 0.127
H -2.078 -2.008 1.295
H -1.946 -2.325 -0.411
H -2.594 -0.766 0.155
H -1.102 0.522 -0.920
H 1.386 -0.766 -1.732
H 1.675 0.623 -0.660
H 0.166 0.836 -3.112
H 0.709 2.039 -2.121
H 1.618 1.476 1.725
H 1.066 2.451 0.594
O 1.650 2.373 1.370
```

Calculated values
Kohn-Sham gap (spin up / spin down) = 2.87 / 8.66 eV
Charge = -1
Spin multiplicity = 2



Which one sits at the bottom of the stability order? 2 does.



--- 1 ---
ORCA calculation (ωB97M-V/def2-TZVPD) on a gas-phase ion, C10H12NO2 (charge +1).

Structure (XYZ):
```
25
Properties=species:S:1:pos:R:3
C -3.235 -0.740 -0.036
C -2.690 -1.810 0.592
C -2.408 0.151 -0.631
C -1.341 -2.184 0.510
C -1.033 -0.009 -0.533
C -0.448 -1.249 -0.044
C -0.111 0.964 -1.175
C 2.882 -1.592 -0.261
C 1.118 1.222 -0.316
C 1.016 -1.283 -0.187
N 0.949 1.902 0.997
O 1.826 -1.535 -1.240
O 1.956 -1.501 0.781
H -4.238 -0.465 -0.099
H -3.353 -2.406 1.231
H -2.794 1.055 -1.006
H -1.016 -3.086 1.088
H 0.361 0.443 -1.942
H -0.595 1.861 -1.528
H 3.439 -2.449 -0.290
H 3.515 -0.767 -0.085
H 2.029 1.626 -0.811
H 0.256 2.847 0.870
H 1.823 2.210 1.458
H 0.522 1.325 1.676
```

Calculated values
Kohn-Sham gap (spin up / spin down) = 7.68 / 7.67 eV
Charge = +1



--- 2 ---
ORCA calculation (ωB97M-V/def2-TZVPD) on 2 unconnected molecules or ions with the total composition C10H12NO2.

Structure (XYZ):
```
25
Properties=species:S:1:pos:R:3
C 1.157 -1.956 -2.853
C 0.727 -2.862 -1.854
C 1.749 -0.763 -2.414
C 0.688 -2.389 -0.512
C 1.672 -0.382 -1.109
C -1.289 1.082 1.623
C -1.995 1.952 0.892
C -0.460 0.242 2.318
C -1.228 3.129 0.320
C 0.767 -0.253 2.248
N 1.062 -1.155 -0.191
O -1.763 -0.103 2.413
O -3.363 2.033 0.789
H 1.210 -2.154 -3.921
H 0.307 -3.893 -2.114
H 2.159 -0.079 -3.032
H 0.215 -2.908 0.253
H 1.966 0.636 -0.680
H -0.360 2.705 -0.226
H -1.905 3.674 -0.325
H -1.012 3.824 1.186
H 0.960 -1.212 2.669
H 1.719 0.264 2.265
H 0.925 -0.875 0.786
H -3.909 1.443 1.467
```

Calculated values
Kohn-Sham gap = 7.88 eV
Charge = +1



Which one sits at the bottom of the stability order? 1 does.



--- 1 ---
ORCA calculation (ωB97M-V/def2-TZVPD) on 2 unconnected molecules or ions with the total composition C2H8S3.

Structure (XYZ):
```
13
Properties=species:S:1:pos:R:3
C 3.144 -0.371 -1.174
S 2.100 0.672 -0.088
H 4.004 0.204 -1.505
H 2.610 -0.686 -2.060
H 3.428 -1.224 -0.568
H 0.994 0.607 -0.839
C -1.918 0.895 0.649
S -1.834 -0.800 0.065
S -3.461 -1.670 0.994
H -2.949 1.245 0.737
H -1.436 1.043 1.619
H -1.469 1.511 -0.122
H -3.213 -1.428 2.291
```

Calculated values
Kohn-Sham gap = 9.17 eV
SMILES string = CSS.CS



--- 2 ---
ORCA calculation (ωB97M-V/def2-TZVPD) on 2 unconnected molecules or ions with the total composition C2H8S3.

Structure (XYZ):
```
13
Properties=species:S:1:pos:R:3
S 2.281 2.764 0.441
S 1.033 2.698 2.130
H 1.749 1.528 -0.170
H -0.079 2.828 1.501
C -1.266 -1.532 -1.195
C -0.548 -0.636 -0.125
S 0.701 -1.651 0.786
H -1.775 -2.386 -0.634
H -0.530 -1.879 -1.898
H -2.012 -0.821 -1.737
H -0.073 0.292 -0.523
H -1.192 -0.419 0.705
H 1.712 -0.786 0.719
```

Calculated values
Kohn-Sham gap = 9.17 eV
SMILES string = CCS.SS



Which one sits at the bottom of the stability order? 2 does.



--- 1 ---
ORCA calculation (ωB97M-V/def2-TZVPD) on a gas-phase ion, C3H7N2O (charge +1).

Structure (XYZ):
```
13
Properties=species:S:1:pos:R:3
C 1.212 0.607 0.282
C 0.126 0.707 -0.633
C -0.857 0.191 0.566
N 2.278 -0.183 0.022
N -1.982 -0.796 0.102
O -0.942 1.383 -0.036
H 1.364 1.156 1.265
H 0.258 0.607 -1.653
H 2.968 -0.137 0.708
H 2.399 -0.623 -0.866
H -2.801 -0.464 0.647
H -1.876 -1.724 0.449
H -2.148 -0.724 -0.852
```

Calculated values
Kohn-Sham gap = 8.75 eV
Charge = +1



--- 2 ---
ORCA calculation (ωB97M-V/def2-TZVPD) on 2 unconnected molecules or ions with the total composition C3H7N2O.

Structure (XYZ):
```
13
Properties=species:S:1:pos:R:3
C 0.134 -1.304 0.211
C -1.047 -0.322 0.153
C 0.911 0.742 -0.423
N 1.128 -0.662 -0.588
N -0.363 1.015 0.295
O 1.927 0.184 0.316
H 0.573 -1.492 1.126
H -0.133 -2.208 -0.264
H -1.554 -0.140 -0.870
H -1.896 -0.499 0.852
H 1.516 1.653 -1.940
H -0.840 1.714 -0.142
H -0.356 1.318 1.273
```

Calculated values
Kohn-Sham gap = 9.99 eV
Charge = +1



Which one sits at the bottom of the stability order? 2 does.



--- 1 ---
ORCA calculation (ωB97M-V/def2-TZVPD) on a gas-phase ion, C3H7N2O (charge +1).

Structure (XYZ):
```
13
Properties=species:S:1:pos:R:3
C -1.256 0.047 -0.493
C -0.187 0.903 0.229
C -1.667 -1.109 -0.001
N 1.210 0.694 -0.130
N 2.014 -0.239 0.286
O 3.091 -0.496 -0.162
H -1.743 0.402 -1.428
H 1.599 -0.806 1.209
H -0.429 1.975 -0.173
H -0.164 0.721 1.251
H -1.489 -1.575 0.932
H -2.497 -1.748 -0.496
H 1.517 1.231 -1.025
```

Calculated values
Kohn-Sham gap (spin up / spin down) = 8.71 / 8.71 eV
Charge = +1
SMILES string = C=CCN[NH+]=O



--- 2 ---
ORCA calculation (ωB97M-V/def2-TZVPD) on a gas-phase ion, C3H7N2O (charge +1).

Structure (XYZ):
```
13
Properties=species:S:1:pos:R:3
C 0.472 0.190 0.561
C 0.331 0.464 1.936
C -0.776 -0.308 -1.536
N -0.667 0.463 -0.274
N -1.476 1.384 0.087
O -2.522 1.527 -0.515
H 1.417 0.810 0.273
H 0.693 -0.845 0.296
H -0.586 0.959 2.377
H 1.049 0.197 2.562
H -1.535 -1.103 -1.679
H -1.133 0.550 -2.152
H 0.180 -0.791 -1.744
```

Calculated values
Kohn-Sham gap (spin up / spin down) = 5.56 / 5.56 eV
Charge = +1



Which one sits at the bottom of the stability order? 2 does.